{"formula": "C23H44ClFO15S2", "method": "ωB97M-V/def2-TZVPD", "e_tot_ha": -3387.75206, "gap_ev": 10.367, "smiles": "CCCCO[C@]1(S(C)(=O)=O)OS(=O)(=O)O[C@]1(F)Cl.CCOC(C)=O.CCOC(C)=O.CCOC(C)=O.CCOC(C)=O", "max_force_ev_per_a": 2.250, "lumo_ev": 0.40, "total_charge": 0, "elements": ["C", "C", "C", "C", "O", "C", "S", "C", "O", "O", "O", "S", "O", "O", "O", "C", "F", "Cl", "H", "H", "H", "H", "H", "H", "H", "H", "H", "H", "H", "H", "O", "C", "O", "C", "C", "C", "H", "H", "H", "H", "H", "H", "H", "H", "O", "C", "O", "C", "C", "C", "H", "H", "H", "H", "H", "H", "H", "H", "O", "C", "O", "C", "C", "C", "H", "H", "H", "H", "H", "H", "H", "H", "O", "C", "O", "C", "C", "C", "H", "H", "H", "H", "H", "H", "H", "H"], "positions_angstrom": [[6.229, -0.628, -1.831], [6.198, -0.514, -3.353], [4.964, 0.192, -3.937], [4.026, -0.698, -4.764], [2.727, -0.914, -4.168], [2.626, -1.881, -3.217], [1.921, -1.018, -1.708], [0.636, 0.051, -2.291], [1.351, -1.991, -0.814], [2.976, -0.236, -1.116], [3.797, -2.480, -2.777], [3.881, -4.074, -2.955], [4.619, -4.408, -4.121], [4.329, -4.611, -1.724], [2.305, -4.253, -3.180], [1.719, -3.068, -3.663], [0.469, -3.017, -3.202], [1.609, -3.196, -5.440], [7.246, -0.873, -1.528], [5.595, -1.418, -1.440], [5.946, 0.300, -1.342], [7.068, 0.078, -3.633], [6.359, -1.492, -3.804], [5.302, 0.984, -4.601], [4.358, 0.672, -3.171], [4.499, -1.631, -5.061], [3.801, -0.172, -5.687], [0.398, 0.704, -1.463], [-0.209, -0.560, -2.571], [0.999, 0.650, -3.120], [-2.048, 0.922, -1.821], [-2.338, 2.087, -1.772], [-1.359, 2.996, -1.911], [-1.612, 4.399, -2.056], [-1.784, 5.066, -0.711], [-3.742, 2.550, -1.471], [-2.463, 4.573, -2.716], [-0.736, 4.793, -2.569], [-2.646, 4.670, -0.178], [-1.914, 6.143, -0.830], [-0.913, 4.885, -0.084], [-3.869, 2.585, -0.389], [-4.434, 1.822, -1.888], [-3.990, 3.521, -1.891], [-2.382, 3.626, 2.156], [-3.464, 3.681, 2.669], [-4.538, 3.903, 1.882], [-5.886, 3.798, 2.356], [-6.366, 5.087, 2.987], [-3.650, 3.593, 4.164], [-5.994, 2.945, 3.027], [-6.480, 3.576, 1.471], [-5.782, 5.341, 3.873], [-7.412, 5.000, 3.280], [-6.266, 5.912, 2.282], [-3.516, 4.587, 4.589], [-2.888, 2.929, 4.563], [-4.614, 3.196, 4.474], [-5.003, 2.930, 7.355], [-4.027, 3.505, 7.751], [-2.981, 2.791, 8.198], [-1.707, 3.368, 8.500], [-1.649, 3.904, 9.915], [-3.980, 5.015, 7.829], [-1.440, 4.124, 7.760], [-0.995, 2.553, 8.384], [-2.360, 4.716, 10.068], [-0.649, 4.276, 10.139], [-1.896, 3.115, 10.625], [-4.418, 5.331, 8.774], [-4.579, 5.414, 7.013], [-2.981, 5.435, 7.737], [2.826, -11.644, -4.210], [2.524, -10.490, -4.097], [3.482, -9.551, -4.218], [3.198, -8.151, -4.290], [3.078, -7.525, -2.917], [1.115, -10.067, -3.743], [2.316, -7.967, -4.906], [4.045, -7.717, -4.820], [2.244, -7.942, -2.353], [2.926, -6.451, -3.007], [3.984, -7.702, -2.339], [1.006, -10.090, -2.660], [0.428, -10.786, -4.181], [0.839, -9.081, -4.109]], "mulliken_charge": [-1.1729, -0.4032, -0.6142, -0.5320, -0.3774, -0.8523, 1.4110, -1.2007, -0.7034, -0.6147, -0.0026, 1.3813, -0.6058, -0.5685, -0.4008, 1.0984, -0.2195, -0.1594, 0.3855, 0.2051, 0.3310, 0.3954, 0.2832, 0.4278, 0.3464, 0.3127, 0.4112, 0.4715, 0.4339, 0.3885, -0.5264, 0.9169, -0.3619, -0.5476, -0.5245, -0.9671, 0.3705, 0.3353, -0.0752, 0.4180, 0.2745, 0.0453, 0.3630, 0.3135, -0.5039, 0.6976, -0.3822, -0.5155, -0.8600, -1.0989, 0.4461, 0.3506, 0.1271, 0.3793, 0.3160, 0.2275, 0.3926, 0.3834, -0.5719, 0.7905, -0.3557, -0.3745, -0.9728, -1.0081, 0.3058, 0.3544, 0.2711, 0.3572, 0.2948, 0.3288, 0.2479, 0.3456, -0.5597, 0.7147, -0.3806, -0.5804, 0.2257, -0.8787, 0.3770, 0.3445, 0.2776, -0.5959, 0.3335, 0.2387, 0.3076, 0.3138]}



{"formula": "C23H44CoN7O2PS", "method": "ωB97M-V/def2-TZVPD", "e_tot_ha": -3558.79098, "gap_ev": [3.149, 4.657], "s_squared": 3.856, "max_force_ev_per_a": 5.760, "de_lowest_ev": 2.201, "multiplicity": 4, "lumo_ev": [-0.01, -0.01], "total_charge": 0, "elements": ["Co", "C", "C", "N", "C", "C", "C", "S", "N", "C", "O", "C", "C", "C", "C", "C", "C", "H", "H", "H", "H", "H", "H", "H", "H", "H", "H", "H", "H", "H", "H", "H", "C", "N", "C", "C", "N", "N", "C", "N", "N", "H", "H", "H", "H", "H", "H", "H", "H", "H", "H", "H", "C", "C", "C", "C", "H", "H", "H", "H", "H", "H", "H", "H", "H", "C", "P", "C", "C", "O", "H", "H", "H", "H", "H", "H", "H", "H", "H"], "positions_angstrom": [[0.407, -1.086, 1.346], [-2.263, 5.203, -1.453], [-1.975, 4.092, -2.498], [-0.547, 3.623, -2.530], [0.451, 4.605, -3.075], [1.107, 5.514, -1.992], [-0.242, 2.461, -2.013], [1.382, 1.736, -2.261], [-1.192, 1.692, -1.437], [-1.204, 0.867, -0.417], [-0.218, 0.435, 0.219], [-2.609, 0.521, -0.128], [-3.682, 1.395, -0.373], [-5.022, 0.958, -0.161], [-5.315, -0.327, 0.136], [-4.293, -1.182, 0.400], [-2.967, -0.803, 0.237], [-3.260, 5.664, -1.665], [-1.449, 5.989, -1.441], [-2.389, 4.622, -0.460], [-2.157, 4.412, -3.490], [-2.591, 3.191, -2.343], [-0.088, 5.196, -3.797], [1.311, 4.009, -3.553], [0.309, 5.874, -1.320], [1.579, 6.361, -2.536], [1.881, 4.972, -1.455], [-3.565, 2.463, -0.623], [-5.698, 1.771, -0.411], [-6.351, -0.648, 0.180], [-4.498, -2.177, 0.858], [-2.205, -1.574, 0.349], [-0.822, -5.772, 3.923], [-0.586, -5.011, 2.685], [-0.392, -5.759, 1.460], [-0.384, -3.645, 2.654], [0.318, -2.987, 1.734], [-0.963, -2.944, 3.728], [-0.733, -1.640, 4.056], [-1.135, -1.353, 5.324], [-0.280, -0.776, 3.209], [-0.050, -5.514, 4.668], [-0.620, -6.812, 3.696], [-1.881, -5.627, 4.284], [0.598, -6.253, 1.401], [-0.564, -5.057, 0.641], [-1.155, -6.614, 1.409], [0.726, -3.683, 1.131], [-1.566, -3.450, 4.344], [-1.232, -2.120, 5.954], [-0.733, -0.524, 5.794], [-0.312, 0.208, 3.519], [0.677, -1.242, -5.283], [1.264, 0.058, -4.604], [2.792, 0.093, -4.834], [0.955, 0.147, -3.126], [0.929, -1.293, -6.347], [-0.395, -1.190, -5.176], [1.160, -2.082, -4.812], [0.800, 0.936, -5.141], [3.189, -0.763, -4.261], [3.252, 1.049, -4.509], [3.077, 0.002, -5.910], [1.535, -0.669, -2.618], [-0.127, -0.083, -2.896], [3.660, -1.247, 3.463], [3.292, -0.195, 2.021], [4.736, 0.196, 1.044], [2.499, 1.353, 2.472], [2.357, -0.895, 0.981], [4.770, -1.205, 3.712], [3.474, -2.282, 3.260], [3.073, -0.857, 4.322], [5.576, 0.531, 1.681], [4.526, 0.864, 0.238], [5.035, -0.747, 0.573], [3.278, 2.075, 2.752], [1.889, 1.186, 3.382], [1.848, 1.762, 1.706]], "mulliken_charge": [-0.2712, -0.9660, -0.9407, 0.1147, -0.7526, -0.8348, 0.4338, -0.3709, -0.3076, -0.2735, -0.6026, 0.9303, 0.1220, -0.7081, -0.5061, -0.4527, -0.3510, 0.3414, 0.2887, 0.1889, 0.5098, 0.3999, 0.4466, 0.2752, 0.2404, 0.3607, 0.2187, 0.0570, 0.3698, 0.3484, 0.2737, 0.1994, -1.1330, 0.2305, -1.2611, 0.5567, -0.0606, -0.0817, 0.4692, -0.5347, -0.2023, 0.3531, 0.4389, 0.2645, 0.2973, 0.4559, 0.3814, 0.1089, 0.1776, 0.1669, 0.2369, 0.1291, -1.5372, 0.8520, -1.3754, -0.7662, 0.4165, 0.4011, 0.3276, 0.1763, 0.3136, 0.3019, 0.3826, 0.2990, 0.2989, -1.2900, 1.4729, -1.2857, -1.1035, -0.7096, 0.4025, 0.3377, 0.3142, 0.3952, 0.3322, 0.3358, 0.4465, 0.3051, 0.1809]}



{"formula": "C23H44N2O5S2Si", "method": "ωB97M-V/def2-TZVPD", "e_tot_ha": -2473.77374, "gap_ev": 7.305, "max_force_ev_per_a": 5.876, "lumo_ev": -0.26, "total_charge": 0, "elements": ["C", "C", "C", "C", "C", "C", "C", "C", "C", "O", "C", "S", "O", "O", "N", "S", "O", "O", "Si", "C", "C", "C", "C", "H", "H", "H", "H", "H", "H", "H", "H", "H", "H", "H", "H", "H", "H", "H", "H", "H", "H", "H", "H", "H", "H", "H", "H", "C", "C", "C", "N", "C", "C", "C", "C", "C", "C", "H", "H", "H", "H", "H", "H", "H", "H", "H", "H", "H", "H", "H", "H", "H", "H", "H", "H", "H", "H"], "positions_angstrom": [[4.720, -2.870, -1.597], [4.500, -1.307, -2.125], [5.244, -0.894, -3.553], [4.955, 0.669, -4.070], [4.027, 1.747, -3.192], [3.832, 3.253, -3.826], [2.719, 3.104, -5.065], [5.217, 3.813, -4.579], [3.339, 1.301, -1.749], [2.540, 2.191, -0.891], [1.319, 2.669, -1.558], [-0.260, 2.026, -0.696], [-0.864, 3.236, 0.056], [0.139, 0.970, 0.405], [-1.256, 1.369, -1.970], [-2.961, 1.587, -1.669], [-3.517, 0.831, -0.439], [-3.431, 3.058, -1.563], [-3.976, 0.780, -3.451], [-4.823, -0.907, -3.041], [-5.203, 2.136, -4.121], [-2.603, 0.612, -4.846], [3.570, -0.249, -1.245], [3.940, -3.611, -2.113], [5.796, -3.254, -1.926], [4.623, -2.925, -0.430], [5.914, -1.659, -4.134], [5.458, 0.950, -5.106], [3.443, 4.003, -3.002], [1.621, 3.302, -4.681], [2.794, 1.971, -5.413], [3.018, 3.806, -5.982], [5.459, 3.163, -5.546], [4.985, 4.905, -4.997], [6.128, 3.795, -3.834], [1.283, 2.317, -2.698], [1.280, 3.849, -1.595], [-4.006, -1.729, -2.824], [-5.452, -0.740, -2.040], [-5.519, -1.174, -3.957], [-5.449, 1.932, -5.263], [-4.661, 3.169, -3.957], [-6.162, 2.061, -3.425], [-1.879, -0.300, -4.639], [-3.103, 0.395, -5.908], [-1.933, 1.574, -4.928], [3.057, -0.584, -0.244], [-2.845, -0.259, 2.289], [-1.347, -0.497, 2.402], [-0.944, -1.792, 3.113], [-1.027, -1.804, 4.681], [0.310, -2.388, 5.196], [0.301, -2.621, 6.702], [-0.863, -3.498, 7.138], [-2.198, -2.992, 6.604], [-2.168, -2.753, 5.098], [-1.230, -0.409, 5.275], [-3.350, -0.240, 3.255], [-3.025, 0.705, 1.801], [-3.317, -1.035, 1.677], [-0.852, 0.374, 2.834], [-0.962, -0.563, 1.373], [0.104, -1.995, 2.856], [-1.531, -2.636, 2.739], [0.469, -3.337, 4.669], [1.103, -1.685, 4.913], [1.243, -3.100, 6.994], [0.276, -1.668, 7.242], [-0.897, -3.547, 8.233], [-0.694, -4.521, 6.781], [-2.490, -2.079, 7.134], [-2.973, -3.733, 6.833], [-3.109, -2.313, 4.744], [-2.005, -3.704, 4.578], [-2.201, -0.025, 4.964], [-0.412, 0.233, 4.943], [-1.224, -0.461, 6.364]], "mulliken_charge": [-0.9789, 0.5798, -0.6493, -0.3735, 0.3827, 0.4635, -0.9223, -1.2078, 0.1849, -0.3964, -0.4890, 1.0020, -0.6687, -0.7147, -0.3858, 1.0327, -0.6715, -0.6815, 0.2073, -0.8278, -0.8149, -0.8124, -0.5272, 0.2361, 0.2887, 0.2831, 0.2494, 0.0990, 0.2646, 0.2072, 0.2767, 0.3468, 0.2644, 0.3544, 0.3057, 0.1633, 0.2868, 0.2597, 0.2505, 0.2701, 0.2809, 0.2755, 0.2334, 0.2408, 0.2883, 0.2092, 0.2372, -1.3061, 0.0257, -0.6539, 0.5844, -0.8109, -0.7164, -0.6518, -0.5977, -0.7624, -1.2696, 0.2874, 0.3090, 0.3239, 0.2814, 0.3093, 0.3112, 0.3130, 0.4893, 0.5033, 0.3749, 0.3098, 0.3562, 0.2990, 0.2985, 0.3882, 0.4201, 0.4566, 0.2861, 0.3791, 0.5596]}